Here is C16H17CaN3O7S4Se as an isolated structure from the Open Molecules 2025 dataset. Energies are from wB97M-V/def2-TZVPD.

Each line ends with the natural charge from an NBO analysis.
Element x y z (Å)
Ca -0.74465 -0.81062 -1.52085  1.741
O 2.61037 -0.40937 1.35915  -0.699
C 1.75984 -0.73665 0.40170  0.844
O 0.79349 -0.06094 0.11502  -0.700
C 1.95671 -2.16896 -0.07117  -0.181
O 0.76097 -2.75216 -0.54386  -0.555
C 0.00329 -3.44405 0.45199  -0.181
C -0.98231 -2.51415 1.18659  0.753
O -1.07763 -2.62750 2.41833  -0.746
O -1.59984 -1.72600 0.42065  -0.848
H 2.45767 0.54071 1.59111  0.511
H 2.68606 -2.16903 -0.87754  0.254
H 2.34941 -2.71959 0.78886  0.185
H -0.57996 -4.19255 -0.08872  0.196
H 0.67353 -3.94420 1.15514  0.169
S -2.19755 -1.85890 -3.64386  -0.738
S -3.36297 -0.39198 -2.76727  -0.172
S -2.77571 1.50232 -3.38451  -0.108
S -1.01303 1.97682 -2.38817  -0.782
C -0.15308 0.33859 3.93663  -0.427
N -0.71813 1.04381 2.80778  -0.392
C -0.08824 1.94482 2.02011  0.319
Se 1.59744 2.66618 2.27983  -0.382
N -0.93497 2.25840 1.02008  -0.549
C -2.11191 1.53409 1.14002  0.104
C -3.24745 1.46639 0.34612  -0.219
C -4.25581 0.62540 0.78869  -0.212
C -4.13504 -0.11615 1.96595  -0.217
C -2.99109 -0.06181 2.74398  -0.220
C -1.98577 0.77888 2.29942  0.176
H 0.90477 0.58126 3.99335  0.241
H -0.29491 -0.73190 3.77764  0.250
H -0.64398 0.64711 4.86268  0.185
H -0.65661 2.70789 0.15450  0.465
H -3.31606 2.00498 -0.58935  0.253
H -5.14263 0.51337 0.17803  0.210
H -4.93333 -0.78971 2.25177  0.199
H -2.85693 -0.69963 3.60515  0.225
O 1.30790 -0.74057 -2.78703  -0.780
C 2.26496 0.05559 -2.75083  0.684
C 2.45887 1.07748 -3.86402  -0.534
C 3.68493 1.84374 -3.39862  -0.524
C 4.09441 1.10817 -2.11444  0.670
O 5.10737 1.38433 -1.48880  -0.662
N 3.19054 0.13254 -1.78781  -0.694
H 1.54197 1.66314 -3.94183  0.256
H 2.59817 0.54975 -4.80952  0.209
H 3.47518 2.88371 -3.14330  0.220
H 4.52174 1.83697 -4.09880  0.204

Output
LUMO level = 4.446 eV
E_tot = -162806.9268 eV
HOMO level = -1.693 eV
Relative energy (zero: lowest compared OMol25 entry of this formula, charge and spin) = 0.0 kJ/mol
Orbital gap = 6.14 eV
Total charge = -2